Record 1
Molecular formula: C39H34ClHfIN3O3S2SiTe
Method: DFT, ωB97M-V/def2-TZVPD

Results
LUMO energy = -3.7 eV
DFT total energy = -110372.1430 eV
Charge = +1

Last column: Mulliken charge in e.
Atoms and positions in Å:
Hf 0.7328 1.3003 -0.8718  0.24
Cl -3.6075 5.0293 -4.8836  -0.21
C -2.7727 4.2600 -3.5780  0.21
C -2.9562 4.6802 -2.2612  -0.40
C -2.1182 4.2194 -1.2373  -0.46
I -2.2077 5.1381 0.6672  0.06
C -1.2272 3.1966 -1.4539  0.53
O -0.7186 2.5165 -0.3853  -0.22
C -1.1275 2.6436 -2.7631  0.12
N -0.2951 1.5555 -2.8718  -0.01
C -0.4276 0.8609 -3.9980  0.32
C -1.1990 1.2134 -5.0845  -1.25
C -2.0033 2.3671 -4.9889  -0.56
C -1.9534 3.1488 -3.8421  0.29
H -3.7976 5.3187 -1.9679  0.40
H -0.0194 -0.1964 -4.0201  0.17
H -1.0570 0.6265 -5.9682  0.47
H -2.8334 2.5339 -5.7180  0.34
O -1.7088 -3.3857 -0.1905  -0.35
C -2.6451 -2.4761 -0.4569  0.85
C -3.7925 -2.6769 -1.2759  -1.07
C -4.6546 -1.6273 -1.4502  -0.58
C -4.4282 -0.3659 -0.9049  -0.98
C -3.2865 -0.1078 -0.1519  -0.83
C -2.4181 -1.1612 0.0952  0.78
C -1.0759 -0.9449 0.6345  -0.03
O -0.5666 -1.2809 1.8318  -0.22
N -0.2240 -0.4663 -0.2521  1.08
N 1.3053 -0.7418 -0.1490  -0.35
C 1.7325 -1.7739 -0.7772  0.50
S 1.0889 -2.4699 -2.2933  -0.04
C 1.8057 -4.1597 -1.9309  -0.74
C 2.7185 -4.2132 -0.7375  -0.64
S 3.0652 -2.5925 -0.0729  -0.02
H -1.7005 -4.1289 -0.8736  0.29
H -4.0217 -3.5957 -1.6229  0.70
H -5.5563 -1.8040 -2.0227  0.42
H -5.1189 0.4265 -1.1462  0.48
H -3.1375 0.8134 0.3513  0.74
H 2.3089 -4.5594 -2.8414  0.42
H 0.9500 -4.8038 -1.8026  0.33
H 3.6412 -4.7401 -0.9742  0.42
H 2.3643 -4.8297 0.0943  0.37
C -1.2708 -3.7463 2.9790  -1.00
Si -1.0247 -1.9273 3.3266  -0.07
C 0.4799 -1.5492 4.2233  -1.00
C -2.5638 -1.1491 3.9858  0.72
C -2.8017 0.2105 4.1420  -0.28
C -4.0442 0.7218 4.4897  -0.63
C -5.0761 -0.1562 4.8929  -0.46
C -4.8410 -1.5327 4.8099  -0.64
C -3.5881 -2.0216 4.3901  -0.41
H -1.5470 -4.0330 1.9388  0.19
H -2.0600 -4.1923 3.5969  0.38
H -0.3664 -4.3715 3.3116  0.31
H 0.4845 -1.9903 5.2061  0.44
H 0.5923 -0.4367 4.4175  0.25
H 1.3190 -1.9811 3.6358  0.27
H -1.9711 0.8501 4.0242  0.50
H -4.2015 1.8388 4.4595  0.34
H -6.0113 0.1884 5.3442  0.39
H -5.5818 -2.2825 5.1231  0.38
H -3.5077 -3.0925 4.4733  0.21
Te 2.5604 1.2509 -3.2686  -0.05
C 4.4584 0.7940 -2.6033  -0.14
C 4.9228 1.6106 -1.5281  -0.57
C 6.2017 1.3423 -0.9480  -0.56
C 6.9022 0.1549 -1.2998  -0.58
C 6.3215 -0.7353 -2.2322  -0.48
C 5.0942 -0.4335 -2.8226  -0.10
C 1.8511 2.0749 0.8079  0.55
C 1.6281 3.4063 1.1042  0.13
C 2.7325 4.1941 1.4739  -0.74
C 3.9632 3.6037 1.6050  -0.79
C 4.1496 2.2195 1.3335  -0.31
C 3.1131 1.4583 0.8621  -0.41
H 4.5044 2.5839 -1.3916  0.54
H 6.5927 2.0574 -0.2385  0.55
H 7.7798 -0.1294 -0.7445  0.40
H 6.7767 -1.6710 -2.5998  0.37
H 4.5888 -1.2550 -3.3508  0.32
H 0.6493 3.9525 1.0648  0.01
H 2.6325 5.2219 1.8818  0.34
H 4.7848 4.0950 2.1133  0.41
H 5.0740 1.7199 1.5665  0.63
H 3.2430 0.3896 0.5912  -0.03



Record 2
Molecular formula: C13H10ClF3N2O5
Method: DFT, ωB97M-V/def2-TZVPD

Results
LUMO energy = 0.2 eV
DFT total energy = -47535.9251 eV

Last column: Mulliken charge in e.
Atoms and positions in Å:
O 3.0474 -1.2469 0.6172  -0.64
C 1.8437 -1.2677 0.5741  0.35
C 1.0801 -2.0565 -0.4825  -0.23
O 1.6344 -1.7805 -1.7659  -0.31
C 1.7470 -0.4638 -2.0309  0.62
O 1.3885 0.3849 -1.2503  -0.62
C 2.3422 -0.2124 -3.3478  0.21
C 2.9033 -1.1820 -4.0946  -0.17
O 3.4357 -0.9869 -5.3188  -0.38
C 3.1695 0.2967 -5.8512  -0.39
C 3.2859 1.3557 -4.7500  -0.47
O 2.3379 1.1067 -3.7391  -0.37
N 1.1290 -0.5768 1.5338  -0.08
C -0.2000 -0.3045 1.6950  0.40
N -1.1186 -1.0014 1.0416  -0.41
C -2.3999 -0.7378 1.2101  -0.64
C -2.8557 0.2503 2.0681  0.14
C -4.3218 0.5000 2.2652  0.83
F -4.5978 1.7930 2.4870  -0.26
F -4.8067 -0.1732 3.3273  -0.25
F -5.0571 0.1200 1.2128  -0.27
C -1.9174 0.9922 2.7877  -0.64
C -0.5812 0.7156 2.6024  0.41
Cl 0.6131 1.6105 3.4667  -0.25
H 0.0164 -1.8084 -0.4586  0.28
H 1.2347 -3.1249 -0.3214  0.31
H 2.9689 -2.2013 -3.7552  0.49
H 3.8947 0.4633 -6.6487  0.34
H 2.1529 0.3178 -6.2623  0.27
H 3.0759 2.3533 -5.1363  0.34
H 4.3004 1.3236 -4.3308  0.30
H 1.7383 -0.0196 2.1307  0.18
H -3.0824 -1.3451 0.6327  0.44
H -2.2334 1.7699 3.4663  0.48



Record 3
Molecular formula: C6H12N
Method: DFT, ωB97M-V/def2-TZVPD

Results
LUMO energy (spin up / spin down) = -8.8 / -11.5 eV
DFT total energy = -7886.1638 eV
Multiplicity = 2
Charge = +2

Last column: Mulliken charge in e.
Atoms and positions in Å:
C 1.3676 0.0816 -2.5288  -0.66
C 0.7556 0.9619 -1.6628  0.23
C -0.5915 1.3303 -1.8218  0.13
C -1.2701 2.1725 -0.9656  -0.70
H 0.7694 -0.4712 -3.2456  0.30
H 2.4339 -0.1057 -2.5028  0.33
H 1.3169 1.4522 -0.8718  0.40
H -1.1210 0.9232 -2.6781  0.32
H -2.3271 2.3675 -1.0927  0.33
H -0.7785 2.6013 -0.0988  0.31
C -0.3492 -1.3084 0.8683  -0.58
C 0.0502 -1.4405 3.2657  -0.05
N 0.3288 -0.9417 2.1272  0.00
H 0.3840 -1.4404 0.0772  0.25
H -0.9845 -0.4830 0.5530  0.23
H -0.9184 -2.2126 1.0516  0.32
H -0.7398 -2.1782 3.3443  0.27
H 0.6063 -1.0619 4.1160  0.28
H 1.0674 -0.2470 2.0656  0.29



Record 4
Molecular formula: C36H84N12O12
Method: DFT, ωB97M-V/def2-TZVPD

Results
LUMO energy (spin up / spin down) = 1.8 / 1.8 eV
DFT total energy = -81142.1087 eV
Multiplicity = 2
Charge = -1

Last column: Mulliken charge in e.
Atoms and positions in Å:
C 0.7806 -1.8381 5.7698  0.06
O 1.3633 -1.3142 4.7859  -0.48
N 0.4802 -3.1080 5.8318  0.53
C -0.1564 -3.6679 7.0286  -1.03
C 1.1056 -4.0972 4.9292  -1.12
H 0.3405 -1.2788 6.6099  0.12
H -1.0050 -4.3230 6.8315  0.25
H -0.4373 -2.8380 7.6770  0.26
H 0.6982 -4.2515 7.3710  0.48
H 2.1011 -4.4567 5.1895  0.31
H 0.3602 -4.8916 4.9673  0.43
H 1.1429 -3.7038 3.9133  0.13
C 0.8743 -4.6259 -1.4166  -0.21
O -0.3576 -4.5089 -1.5142  -0.53
N 1.5693 -5.5830 -2.0876  0.69
C 3.0051 -5.4322 -2.0731  -1.60
C 1.0208 -6.5635 -3.0034  -0.99
H 1.4848 -3.9873 -0.7595  0.32
H 3.4281 -5.2234 -3.0558  0.30
H 3.5199 -6.3178 -1.7007  0.47
H 3.4455 -4.7309 -1.3643  0.35
H -0.0625 -6.6316 -3.1035  0.24
H 1.4365 -6.3085 -3.9782  0.22
H 1.5332 -7.4992 -2.7798  0.40
C 0.0868 -2.1880 -4.3950  0.28
O -0.7582 -1.2947 -4.1208  -0.51
N 0.1836 -2.7085 -5.6337  0.88
C 1.1788 -3.7304 -6.0827  -1.10
C -0.7627 -2.3378 -6.6865  -0.78
H 0.8428 -2.4998 -3.6579  -0.17
H 2.0246 -3.6971 -5.3959  0.11
H 1.4649 -3.4822 -7.1048  0.43
H 0.6119 -4.6609 -6.0527  0.25
H -1.1758 -3.2665 -7.0801  0.45
H -1.5261 -1.6785 -6.2733  -0.16
H -0.2378 -1.6786 -7.3778  0.34
C 0.1170 6.9716 2.4031  0.20
O 0.1108 8.2086 2.5415  -0.65
N 0.5587 6.2701 1.4178  0.19
C 0.4398 4.8327 1.3512  -0.61
C 1.1117 6.8699 0.2521  -1.16
H -0.4101 6.3967 3.1801  0.33
H -0.0227 4.3541 2.2144  0.09
H 1.4454 4.4231 1.2557  0.20
H -0.1011 4.4997 0.4655  0.26
H 2.0805 6.4037 0.0727  0.34
H 0.3587 6.8305 -0.5351  0.36
H 1.2758 7.9431 0.3488  0.36
C 3.7602 -1.7958 -2.8042  -0.87
O 2.7256 -2.0451 -2.0942  0.08
N 3.9989 -0.5846 -3.3385  1.27
C 2.9834 0.4627 -3.2040  -0.03
C 5.2779 -0.3175 -3.9725  -1.41
H 4.5674 -2.5050 -3.0444  0.13
H 1.9637 0.1842 -3.4699  -0.13
H 3.2099 1.3210 -3.8365  0.23
H 2.8292 0.7728 -2.1705  -0.29
H 5.8508 0.2465 -3.2364  0.36
H 5.6821 -1.2862 -4.2664  0.42
H 5.2306 0.1850 -4.9386  0.31
C -0.3568 0.9787 0.1975  -0.11
O -0.4033 1.8077 1.1117  -0.48
N -0.3113 -0.3344 0.4571  1.28
C -0.2052 -1.2913 -0.6339  -0.46
C -0.6479 -0.7976 1.7772  -0.71
H -0.3242 1.1865 -0.8832  0.28
H -0.1077 -0.9129 -1.6515  -0.17
H -1.0641 -1.9619 -0.6603  0.17
H 0.6344 -1.9141 -0.3251  0.16
H -0.0393 -1.6471 2.0873  0.09
H -0.4811 -0.0613 2.5634  -0.29
H -1.6852 -1.1321 1.7932  0.39
C 5.2790 1.4085 0.7328  0.02
O 6.3530 0.7378 0.8920  -0.62
N 3.9932 0.9911 0.7572  0.47
C 2.8811 1.8958 0.4360  0.27
C 3.6748 -0.3943 0.8929  -0.66
H 5.2859 2.5074 0.6657  0.32
H 2.4287 1.5606 -0.4973  -0.43
H 3.0711 2.9691 0.4459  0.33
H 2.1126 1.7372 1.1924  -0.33
H 2.8881 -0.4256 1.6467  0.17
H 3.1811 -0.8987 0.0622  0.01
H 4.5301 -1.0166 1.1564  0.29
C -4.9990 -2.8877 -3.7440  0.14
O -5.6039 -3.4160 -4.7230  -0.62
N -4.6110 -1.5910 -3.6546  0.38
C -3.7740 -1.2101 -2.5225  -0.89
C -5.0867 -0.5968 -4.6228  -0.96
H -4.5264 -3.5219 -2.9782  0.29
H -3.5687 -1.9765 -1.7752  0.41
H -4.2940 -0.4339 -1.9611  0.25
H -2.8878 -0.7636 -2.9735  -0.05
H -5.6661 0.2076 -4.1697  0.33
H -4.2078 -0.2423 -5.1614  0.20
H -5.7702 -0.9938 -5.3734  0.32
C -5.0224 4.2363 0.4273  0.08
O -5.7759 4.5070 1.4375  -0.59
N -4.0803 3.1915 0.4505  0.37
C -3.3264 2.8960 -0.7375  -0.81
C -3.9046 2.2919 1.6199  -0.91
H -4.8793 4.8404 -0.4820  0.28
H -3.7724 2.0460 -1.2538  0.30
H -2.2676 2.8631 -0.4806  -0.04
H -3.4697 3.6332 -1.5275  0.37
H -2.8368 2.1417 1.7793  0.13
H -4.3160 2.6734 2.5544  0.30
H -4.3922 1.3529 1.3579  0.37
C 2.7081 3.6590 5.4590  0.07
O 3.4848 3.6381 4.4740  -0.58
N 1.7341 2.7115 5.6015  0.19
C 0.8650 2.5363 6.8217  -0.87
C 1.5548 1.6934 4.5538  -0.15
H 2.7642 4.2661 6.3757  0.28
H -0.2105 2.5403 6.6446  0.21
H 0.9957 3.3838 7.4946  0.38
H 1.2164 1.6093 7.2748  0.29
H 2.2510 0.8712 4.7194  0.29
H 0.5103 1.3846 4.5961  -0.12
H 1.6573 2.2598 3.6282  0.00
C -2.6376 -0.2748 7.0694  0.20
O -2.8645 -0.9140 8.0997  -0.64
N -2.9760 -0.7149 5.8804  0.56
C -2.5091 -0.0197 4.7511  -0.73
C -3.8485 -1.8279 5.6564  -1.22
H -2.0174 0.6331 7.0119  0.12
H -1.8529 -0.7430 4.2670  0.19
H -2.0632 0.9394 5.0143  0.18
H -3.2560 0.1313 3.9717  0.19
H -3.3718 -2.4830 4.9272  0.37
H -4.0389 -2.4574 6.5256  0.29
H -4.7633 -1.3682 5.2823  0.38
C -0.4301 1.2212 -6.2813  0.10
O 0.2745 1.3081 -7.2809  -0.55
N -0.3710 1.9906 -5.1507  0.64
C -1.4437 1.9143 -4.1348  -0.52
C 0.5860 3.1049 -4.9646  -1.24
H -1.3101 0.5634 -6.2097  0.18
H -2.2109 2.6570 -4.3538  0.48
H -1.2107 2.0638 -3.0805  0.11
H -2.0831 1.0338 -4.1982  -0.29
H 1.2053 3.0482 -4.0694  0.18
H 1.3267 3.1277 -5.7640  0.32
H 0.0389 4.0359 -5.1126  0.45



Record 5
Molecular formula: C3H7INP
Method: DFT, ωB97M-V/def2-TZVPD

Results
LUMO energy = -0.1 eV
DFT total energy = -22101.1591 eV

Last column: Mulliken charge in e.
Atoms and positions in Å:
H 2.8747 -1.8796 -0.0445  0.02
P 3.0118 -0.5436 -0.5486  0.01
N 1.6224 -0.0379 -0.2811  -0.22
C 0.4764 -0.6913 0.2893  -0.40
C -0.7705 -0.4060 -0.6555  -0.17
C -1.7834 0.3149 -0.1812  -0.74
H 0.2836 -0.2764 1.2510  0.11
H 0.6762 -1.7105 0.5271  0.48
H -0.6802 -0.5944 -1.6549  0.37
H -2.6939 0.3347 -0.6685  0.34
H -1.7704 0.4986 0.9178  0.20
I 2.1660 1.7931 3.8682  -0.11
H 1.9300 3.4519 3.8895  0.11



Record 6
Molecular formula: C3H6O2S
Method: DFT, ωB97M-V/def2-TZVPD

Results
LUMO energy (spin up / spin down) = -0.5 / -1.4 eV
DFT total energy = -18130.5787 eV

Last column: Mulliken charge in e.
Atoms and positions in Å:
C 0.6111 0.8233 -0.5033  -0.20
C 0.3363 -1.0714 0.5709  -0.37
C 0.3202 0.6093 -1.8803  -0.81
O -1.9943 -0.4984 1.5568  -0.52
O -0.3734 -1.4551 3.1299  -0.55
S -0.6500 -0.6076 2.0123  0.92
H 1.3852 1.6133 -0.1833  0.31
H -0.0836 -1.7245 -0.2587  0.29
H -0.6161 1.0928 -2.1115  0.26
H 1.0516 1.1401 -2.4981  0.29
H 0.1743 -0.4918 -2.0651  0.27
H -0.1612 0.5699 2.2304  0.12



- Which value of DFT total energy does entry 1 give?
  -110372.1430 eV



- Look up the DFT total energy of the second one.
  -47535.9251 eV



- Look up the DFT total energy of the third one.
  -7886.1638 eV